{
  "formula": "C21H25N3O4",
  "method": "ωB97M-V/def2-TZVPD",
  "elements": ["C", "C", "O", "C", "C", "C", "C", "N", "C", "O", "N", "C", "C", "N", "C", "C", "C", "C", "C", "C", "C", "O", "C", "O", "C", "C", "C", "C", "H", "H", "H", "H", "H", "H", "H", "H", "H", "H", "H", "H", "H", "H", "H", "H", "H", "H", "H", "H", "H", "H", "H", "H", "H"],
  "xyz": [[-9.209, -1.017, -0.132], [-7.758, -1.097, -0.580], [-6.967, -0.489, 0.419], [-5.615, -0.442, 0.250], [-4.925, -0.949, -0.844], [-3.546, -0.842, -0.901], [-2.826, -0.233, 0.121], [-1.438, -0.143, -0.023], [-0.517, 0.279, 0.906], [-0.802, 0.600, 2.043], [0.791, 0.243, 0.476], [1.798, 0.723, 1.409], [2.124, 2.197, 1.124], [2.508, 2.456, -0.249], [3.917, 2.365, -0.579], [4.553, 0.992, -0.535], [4.568, 0.187, -1.665], [5.105, -1.098, -1.657], [5.633, -1.545, -0.471], [5.639, -0.739, 0.669], [5.111, 0.527, 0.662], [6.232, -1.417, 1.701], [6.601, -2.674, 1.177], [6.221, -2.748, -0.181], [1.569, 1.869, -1.176], [1.250, 0.388, -0.890], [-3.520, 0.278, 1.216], [-4.891, 0.171, 1.275], [-9.333, -1.535, 0.815], [-9.854, -1.475, -0.877], [-9.498, 0.022, 0.002], [-7.628, -0.574, -1.538], [-7.460, -2.148, -0.712], [-5.443, -1.429, -1.659], [-3.025, -1.242, -1.761], [-1.088, -0.569, -0.867], [2.687, 0.096, 1.299], [1.397, 0.621, 2.418], [1.220, 2.784, 1.325], [2.914, 2.544, 1.790], [4.443, 3.025, 0.118], [4.031, 2.780, -1.585], [4.154, 0.567, -2.588], [5.113, -1.715, -2.539], [5.132, 1.139, 1.548], [6.097, -3.472, 1.745], [7.692, -2.803, 1.262], [0.633, 2.437, -1.092], [1.950, 1.980, -2.192], [2.154, -0.220, -1.002], [0.512, 0.038, -1.611], [-2.974, 0.746, 2.017], [-5.435, 0.561, 2.120]],
  "atomic_forces_ev_per_a": [[0.46, 0.03, -0.03], [-0.26, -0.13, -0.20], [0.00, 0.08, 0.16], [0.20, 0.06, 0.08], [-0.35, -0.02, 0.03], [0.21, 0.11, 0.20], [-0.36, -0.01, 0.01], [0.31, -0.09, -0.42], [0.16, -0.24, -0.22], [-0.26, 0.15, 0.30], [0.15, -0.02, 0.10], [0.02, 0.15, 0.34], [-0.11, -0.18, 0.09], [0.03, 0.12, -0.03], [-0.09, 0.00, -0.01], [0.11, 0.04, -0.18], [0.06, 0.20, 0.12], [0.15, -0.31, 0.19], [-0.08, 0.39, 0.37], [-0.06, -0.23, -0.46], [0.21, -0.27, 0.01], [-0.21, 0.49, -0.03], [0.60, -0.96, 0.66], [-0.20, 0.18, -0.44], [-0.10, -0.20, -0.05], [0.02, 0.20, -0.30], [0.06, 0.04, 0.08], [-0.24, -0.15, -0.26], [-0.06, -0.06, 0.08], [-0.09, -0.04, -0.06], [-0.07, 0.09, 0.00], [0.05, -0.09, 0.09], [0.03, 0.13, -0.02], [-0.07, -0.03, -0.04], [0.05, -0.04, -0.08], [0.03, 0.10, 0.21], [-0.10, 0.04, 0.04], [0.13, -0.02, -0.09], [0.03, -0.04, 0.13], [0.02, 0.06, 0.06], [0.05, 0.01, -0.08], [0.08, 0.00, 0.06], [-0.06, 0.08, -0.11], [0.01, -0.09, -0.13], [0.00, 0.12, 0.15], [0.04, 0.23, -0.16], [-0.25, 0.10, -0.07], [-0.03, -0.08, -0.11], [-0.02, 0.04, -0.06], [-0.19, 0.03, -0.06], [0.06, -0.03, 0.01], [0.00, 0.01, 0.03], [-0.06, 0.05, 0.11]],
  "homo_ev": -7.5,
  "homo_lumo_gap_ev": 8.2
}